72
Properties=species:S:1:pos:R:3:forces:R:3 method="wB97M-V/def2-TZVPD" orbital_gap_ha=0.1086 energy_ha=-3136.16035 molar_mass_g_mol=646.7 multiplicity=1 homo_energy_ev=-0.48 charge=-1 e_above_lowest_kcal_mol=7.0
C -0.990 0.219 -3.944 -0.2 0.3 0.1
C 0.116 -0.776 -4.040 1.0 -0.2 -0.6
H -0.780 1.104 -4.550 -0.1 0.0 0.1
H -1.146 0.525 -2.905 -0.1 0.0 -0.1
H -1.931 -0.211 -4.317 0.1 0.0 0.1
C 0.892 -0.907 -5.130 -0.5 -0.3 0.7
C 0.794 -0.043 -6.336 0.2 0.3 -0.6
H 1.620 -1.715 -5.203 -0.1 0.3 0.2
H 0.764 1.027 -6.100 -0.1 -0.2 0.1
H -0.085 -0.270 -6.956 0.2 0.0 0.1
H 1.698 -0.193 -6.936 -0.2 0.0 -0.2
Sn -3.007 1.128 1.927 -0.5 0.5 -0.7
Cl -4.699 -0.186 2.961 -2.1 -1.9 1.3
Cl -2.510 -0.142 -0.034 0.4 -1.8 -2.1
C -1.496 -1.279 3.150 -0.1 3.4 0.1
O -1.537 0.001 3.097 1.5 -4.3 1.6
N -0.445 -1.888 3.677 0.5 -0.4 0.1
C 0.693 -1.094 4.135 0.1 0.0 -0.1
C -0.327 -3.342 3.634 -0.1 0.2 -0.3
H -2.315 -1.900 2.780 -0.1 0.0 0.0
H 0.348 -0.276 4.780 0.1 -0.2 -0.3
H 1.264 -0.688 3.284 -0.3 0.0 0.3
H 1.344 -1.755 4.709 0.0 0.1 0.0
H -1.335 -3.754 3.745 0.3 -0.2 0.0
H 0.321 -3.678 4.447 -0.2 0.0 0.0
H 0.106 -3.672 2.679 -0.1 0.0 0.3
H -2.355 6.055 0.686 0.4 -0.1 0.2
H -0.572 3.403 -0.690 0.1 0.1 0.2
C -1.332 5.953 1.089 -0.2 -0.4 0.0
C -0.039 4.114 -0.044 -0.5 -0.1 0.2
N -0.873 4.567 1.074 0.4 1.2 -1.2
H -1.323 6.296 2.135 0.0 0.2 -0.3
C -1.332 3.713 1.973 -0.3 -2.7 0.5
O -1.217 2.452 1.844 1.5 3.1 0.8
H 0.872 3.633 0.339 -0.2 0.1 -0.1
H -1.883 4.131 2.829 0.2 0.1 -0.2
H -0.649 6.535 0.460 -0.2 0.1 0.4
H 0.209 5.000 -0.637 0.1 -0.2 0.1
O 0.566 -0.732 -1.704 0.3 0.0 -0.4
C 0.330 -1.620 -2.802 0.2 -0.2 0.8
C 2.779 -2.257 -3.077 0.1 -0.2 0.1
C 1.442 -2.657 -2.956 -0.2 -0.2 -0.1
H 3.020 -1.196 -2.981 -0.1 -0.4 -0.1
C 3.793 -3.196 -3.307 -0.4 0.2 0.0
H -0.623 -2.135 -2.592 0.2 -0.1 0.0
C 1.127 -4.022 -3.029 0.4 0.2 -0.1
H 4.836 -2.859 -3.349 -0.4 -0.2 -0.1
C 3.453 -4.539 -3.502 -0.1 0.0 0.1
C 2.124 -4.956 -3.335 0.1 0.1 -0.1
H 0.092 -4.330 -2.853 0.3 0.0 -0.2
H 4.233 -5.254 -3.784 -0.3 0.2 0.2
H 1.865 -6.014 -3.467 0.1 0.5 0.1
Si 1.388 -0.739 -0.258 0.0 0.6 -0.3
Cl -4.062 2.909 0.674 -1.3 2.2 -1.3
C 3.156 -0.111 -0.462 0.3 -0.5 -0.2
C 1.322 -2.466 0.449 0.3 -0.3 0.0
C 0.621 0.536 0.831 -0.2 -0.4 -0.1
H 3.797 -0.827 -0.997 0.0 0.3 0.2
H 3.563 0.034 0.554 0.0 0.1 -0.4
H 3.167 0.849 -1.006 0.0 -0.3 0.3
H 0.292 1.390 0.237 -0.1 -0.2 0.1
H 1.239 0.913 1.647 0.2 0.0 -0.1
H -0.266 0.090 1.274 0.0 0.4 -0.1
H 1.782 -3.162 -0.265 -0.1 0.0 0.2
H 0.276 -2.770 0.583 0.2 0.1 0.0
H 1.872 -2.554 1.399 -0.2 0.0 -0.2
C -4.164 3.424 6.180 -0.4 0.2 0.6
C -3.729 2.942 4.889 1.0 -0.7 -1.8
N -3.324 2.563 3.864 -0.7 2.0 2.7
H -5.194 3.805 6.094 0.4 -0.1 0.1
H -3.497 4.235 6.515 -0.3 -0.3 -0.1
H -4.139 2.618 6.928 0.0 0.2 -0.2

---

84
Properties=species:S:1:pos:R:3:forces:R:3 method="wB97M-V/def2-TZVPD" orbital_gap_ha="0.1808 / 0.2588" energy_ha=-8709.40066 molar_mass_g_mol=1244.8 multiplicity=2 homo_energy_ev="-4.84 / -6.98" e_above_lowest_kcal_mol=17.7
Bi 0.508 -0.383 -0.492 -0.2 0.1 0.1
N -1.545 -1.245 -4.420 0.1 0.1 0.0
C -2.740 -0.671 -3.986 0.0 0.0 0.0
C -2.444 0.050 -2.880 0.2 0.0 0.0
N -1.092 -0.036 -2.579 -0.2 0.0 -0.1
C -0.558 -0.869 -3.524 -0.1 0.1 0.0
C 0.784 -1.229 -3.474 0.1 0.1 0.0
N 1.561 -0.881 -2.404 -0.2 0.1 -0.4
C 2.853 -1.266 -2.694 0.0 -0.1 0.0
C 2.889 -1.859 -3.905 0.0 0.0 0.0
N 1.590 -1.829 -4.416 0.0 0.0 0.1
H -1.470 -1.977 -5.100 0.0 0.0 0.0
H -3.666 -0.812 -4.517 0.0 0.0 0.0
H -3.113 0.654 -2.282 0.0 -0.1 -0.1
H 3.661 -1.080 -2.009 0.0 0.0 0.0
H 3.711 -2.273 -4.462 -0.1 0.0 0.0
H 1.281 -2.305 -5.240 0.0 0.0 -0.1
C 1.312 4.776 4.463 -0.1 0.0 0.0
C -0.087 4.206 4.367 0.0 0.0 0.0
O -0.557 4.351 3.013 0.0 0.0 0.0
P -1.380 3.155 2.326 0.3 -0.1 0.0
S -2.174 3.894 0.670 0.1 -0.1 0.1
S -0.217 1.521 2.255 0.0 0.4 -0.1
O -2.507 2.935 3.438 -0.1 -0.1 0.0
C -3.428 1.834 3.305 0.0 -0.1 0.1
C -4.367 1.857 4.489 0.1 0.1 -0.1
H 1.586 4.927 5.508 0.0 0.0 0.0
H 1.356 5.739 3.951 0.0 0.0 0.0
H 2.039 4.093 4.017 0.0 0.0 0.0
H -0.779 4.745 5.013 0.0 0.0 0.0
H -0.096 3.153 4.651 0.0 0.0 0.0
H -2.857 0.902 3.275 0.0 0.0 0.0
H -3.978 1.941 2.369 0.0 0.0 -0.1
H -3.821 1.691 5.419 0.0 0.0 0.0
H -5.118 1.074 4.371 0.0 0.0 0.0
H -4.871 2.822 4.547 0.0 0.0 0.0
Se 0.204 -3.063 -0.392 0.2 -0.5 0.0
Te 1.376 -3.570 1.771 0.1 0.1 -0.1
Te 3.773 -2.523 1.111 -0.3 0.1 0.0
Se 2.894 -0.181 0.723 0.6 -0.3 0.4
C -8.749 0.424 0.125 0.1 -0.1 0.0
C -7.822 -0.170 -0.931 0.0 0.1 0.2
N -6.725 -0.941 -0.343 -0.1 -0.1 0.1
C -6.748 -2.387 -0.529 -0.1 0.0 0.1
C -7.874 -3.075 0.237 0.1 0.0 0.0
C -5.686 -0.233 0.177 0.0 0.1 -0.2
O -5.635 0.987 0.085 0.0 -0.1 0.1
C -4.582 -0.967 0.878 0.0 0.0 0.2
C -4.796 -1.883 1.898 0.0 0.0 0.0
C -3.702 -2.446 2.535 0.0 0.0 0.1
C -2.431 -2.095 2.111 0.0 0.0 0.0
N -2.208 -1.203 1.148 -0.1 0.2 0.1
C -3.264 -0.632 0.581 0.1 -0.1 -0.2
H -9.565 0.968 -0.353 0.0 0.0 0.0
H -8.191 1.118 0.752 0.0 0.0 0.0
H -9.174 -0.358 0.758 0.0 0.0 0.0
H -7.389 0.638 -1.520 0.0 0.0 -0.1
H -8.374 -0.834 -1.595 0.0 0.0 0.0
H -5.788 -2.795 -0.229 0.0 0.0 -0.1
H -6.869 -2.592 -1.597 0.1 0.0 0.0
H -7.793 -2.888 1.309 0.0 0.0 0.0
H -7.829 -4.154 0.074 0.0 0.0 0.0
H -8.850 -2.723 -0.099 0.0 0.0 0.0
H -5.803 -2.150 2.196 0.0 0.0 0.0
H -3.833 -3.154 3.343 0.0 0.0 0.0
H -1.550 -2.543 2.558 0.0 0.0 0.0
H -3.057 0.117 -0.176 -0.1 0.0 0.1
N 2.425 3.102 1.108 -0.4 -0.1 0.0
C 1.740 4.075 0.196 0.1 0.0 -0.3
P 1.810 3.358 -1.522 0.0 -0.3 0.2
O 2.995 3.924 -2.194 -0.1 0.2 -0.1
O 1.630 1.869 -1.334 -0.2 0.4 0.1
C 0.236 3.930 -2.315 0.3 -0.1 0.1
N -0.857 2.970 -2.001 0.2 -0.2 -0.3
H 3.043 2.478 0.581 0.1 -0.1 0.0
H 1.699 2.483 1.564 0.0 0.2 -0.1
H 2.966 3.553 1.839 0.0 0.1 0.1
H 2.283 5.017 0.172 0.1 0.0 0.2
H 0.731 4.248 0.564 -0.1 -0.1 0.1
H 0.418 3.944 -3.388 0.0 0.0 0.0
H -0.035 4.932 -1.986 -0.1 0.0 0.0
H -1.203 3.107 -1.027 -0.2 0.1 0.3
H -0.521 1.995 -2.073 0.1 -0.1 -0.2
H -1.653 3.050 -2.629 -0.1 0.1 0.0

---

82
Properties=species:S:1:pos:R:3:forces:R:3 method="wB97M-V/def2-TZVPD" orbital_gap_ha="0.2886 / 0.0759" energy_ha=-22356.87319 molar_mass_g_mol=1135.8 multiplicity=2 homo_energy_ev="-11.63 / -11.63" charge=+1
C -0.358 -0.374 -0.072 -3.2 0.6 -0.7
C -0.706 1.109 0.296 2.3 -2.3 1.7
C 0.255 2.142 -0.297 -1.9 -0.4 0.1
O -0.722 3.018 -0.944 0.9 0.7 0.3
C -1.998 2.664 -0.617 0.9 0.2 -0.9
O -2.948 3.305 -0.918 -0.7 0.9 -0.2
O -2.035 1.501 -0.029 0.4 -1.2 0.3
H 0.500 -0.954 0.267 0.4 1.0 -0.3
H -0.657 -0.422 -1.119 1.2 -0.2 -0.7
H -1.205 -0.981 0.247 -0.1 0.1 0.8
H -0.604 1.238 1.373 -0.4 -0.3 0.1
H 0.985 1.739 -0.999 -0.2 0.2 -0.1
H 0.710 2.558 0.602 0.4 0.8 -0.6
C 0.277 -1.821 -5.431 -1.4 -0.3 0.1
C 0.048 -1.797 -3.924 1.3 0.7 -1.7
C -1.084 -2.585 -3.302 -1.1 2.5 -0.9
O -0.497 -3.352 -2.338 2.0 -1.7 1.1
C 0.891 -3.237 -2.364 -0.5 0.1 0.0
O 1.615 -3.804 -1.595 -0.8 1.0 -1.3
O 1.223 -2.363 -3.392 0.4 -1.5 2.4
H -0.440 -1.100 -5.824 0.1 0.0 -0.6
H 0.025 -2.811 -5.811 0.1 0.0 -0.2
H 1.296 -1.576 -5.730 -0.1 0.1 0.2
H -0.020 -0.736 -3.684 0.2 0.1 0.7
H -1.694 -3.060 -4.071 0.2 -0.8 0.3
H -1.713 -1.860 -2.784 -0.4 -0.2 -0.1
Br -2.459 7.792 -4.152 0.8 0.4 0.3
C -3.106 7.520 -2.375 -0.3 -1.2 1.6
C -2.222 6.469 -1.647 0.1 0.2 -1.5
Br -0.364 7.210 -1.467 -0.7 0.0 -0.3
H -4.089 7.099 -2.582 0.0 -0.3 0.4
H -3.285 8.398 -1.754 0.4 0.3 -0.6
H -2.049 5.634 -2.326 0.0 -0.2 0.2
H -2.417 6.069 -0.652 -0.4 0.4 0.1
Br 3.135 -0.543 -1.467 0.3 0.3 -0.4
C 3.466 0.904 -2.755 0.3 -0.7 -1.3
C 3.532 0.376 -4.239 -0.6 0.7 0.9
Br 3.804 1.936 -5.440 -0.1 -0.5 0.5
H 4.413 1.381 -2.500 -0.3 0.0 0.2
H 2.611 1.566 -2.624 0.3 0.1 -0.2
H 2.560 -0.038 -4.506 0.2 0.0 -0.1
H 4.323 -0.336 -4.475 -0.1 0.2 0.4
Br -1.502 5.425 2.242 1.0 0.3 -0.5
C 0.499 5.263 2.124 -0.8 1.2 -0.5
C 1.011 4.642 3.363 0.5 -1.7 0.2
Br 0.276 2.800 3.450 0.4 0.3 0.3
H 0.939 6.248 1.969 -0.4 0.4 0.4
H 0.732 4.776 1.177 -0.2 -0.7 0.4
H 0.805 5.089 4.336 -0.3 0.3 -0.5
H 2.089 4.501 3.279 0.0 0.0 0.0
Br -3.132 -4.504 5.602 -0.1 0.0 -0.1
C -2.605 -3.716 3.928 -0.5 -0.9 -1.7
C -1.160 -3.351 3.969 0.7 1.9 0.1
Br -0.401 -2.840 2.223 -0.1 0.1 0.1
H -3.311 -2.936 3.641 0.5 0.7 0.8
H -2.816 -4.339 3.059 0.2 -1.0 0.6
H -0.357 -4.010 4.301 -0.9 -0.4 0.4
H -1.118 -2.390 4.480 0.5 -0.3 0.4
C 6.470 -3.448 4.622 0.3 -0.4 0.1
O 5.918 -2.848 3.438 2.2 -0.5 0.7
C 4.700 -2.408 3.471 -2.0 -0.5 2.1
O 3.924 -2.484 4.430 1.1 0.4 -1.7
O 4.463 -1.952 2.267 -1.6 1.2 -1.0
C 3.091 -1.504 1.981 0.8 -0.8 0.4
H 5.676 -3.793 5.283 0.2 0.0 -0.2
H 7.167 -2.813 5.170 -0.5 0.7 -0.1
H 7.138 -4.243 4.291 -0.5 -0.3 -0.2
H 3.154 -0.549 1.460 0.0 -0.2 0.1
H 2.513 -1.460 2.904 0.2 0.2 -0.1
H 2.678 -2.299 1.360 -0.2 0.3 -0.2
C -5.100 -0.368 0.402 0.1 0.5 -1.5
O -4.385 -1.464 1.009 0.3 -0.6 -0.3
C -3.692 -2.320 0.199 0.0 -0.8 -1.5
O -3.323 -2.114 -0.958 -0.6 0.0 2.4
O -3.548 -3.520 0.839 -1.6 2.4 1.0
C -2.650 -4.509 0.439 1.1 -0.4 -1.1
H -5.788 -0.716 -0.368 0.0 -0.4 0.1
H -4.463 0.354 -0.110 0.6 -0.4 0.1
H -5.681 0.268 1.070 0.3 -0.9 0.9
H -2.627 -5.310 1.178 -0.3 0.3 0.2
H -1.658 -4.058 0.406 -0.1 -0.5 -0.5
H -2.930 -4.974 -0.505 0.0 0.3 -0.2

---

> What is the multiplicity in the second record?

2

---

> The lowest multiplicity belongs to which entry?

C22H39Cl3N3O3SiSn